## A
Molecular formula: C18H24N2O4
Method: DFT, ωB97M-V with the def2-TZVPD basis set

As for the multiplicity: 1. As for the structure (SMILES): CCCCCCOC(=O)C1=C(C)NC(=O)N[C@H]1c1ccc(O)cc1. The HOMO-LUMO gap is 9.20 eV.

Each line ends with the natural charge from an NBO analysis.
Positions of all 48 atoms, in Å:
1 C -3.524 0.197 -2.013  -0.611
2 C -2.361 -0.783 -1.904  -0.386
3 C -2.362 -1.588 -0.604  -0.406
4 C -2.173 -0.698 0.623  -0.410
5 C -1.977 -1.464 1.931  -0.411
6 C -0.675 -2.264 1.981  -0.084
7 O 0.441 -1.430 1.685  -0.526
8 C 1.160 -1.722 0.584  0.789
9 O 0.955 -2.703 -0.100  -0.631
10 C 2.193 -0.721 0.335  -0.265
11 C 3.087 -0.850 -0.674  0.317
12 C 3.145 -2.012 -1.606  -0.653
13 N 4.015 0.136 -0.889  -0.626
14 C 4.234 1.215 -0.040  0.786
15 O 5.138 1.995 -0.246  -0.631
16 N 3.408 1.274 1.023  -0.611
17 C 2.172 0.525 1.191  -0.082
18 C 0.972 1.383 0.835  0.016
19 C 0.712 1.704 -0.491  -0.214
20 C -0.387 2.468 -0.831  -0.286
21 C -1.249 2.927 0.159  0.312
22 O -2.354 3.664 -0.130  -0.664
23 C -0.986 2.625 1.491  -0.274
24 C 0.117 1.861 1.819  -0.200
25 H -3.524 0.675 -2.991  0.204
26 H -3.455 0.971 -1.254  0.202
27 H -4.472 -0.323 -1.889  0.202
28 H -2.406 -1.479 -2.744  0.199
29 H -1.418 -0.235 -1.977  0.194
30 H -3.300 -2.143 -0.516  0.190
31 H -1.547 -2.311 -0.659  0.215
32 H -3.044 -0.052 0.743  0.206
33 H -1.306 -0.056 0.464  0.210
34 H -1.971 -0.744 2.751  0.203
35 H -2.803 -2.160 2.091  0.208
36 H -0.690 -3.092 1.266  0.213
37 H -0.519 -2.666 2.987  0.187
38 H 3.992 -1.927 -2.284  0.205
39 H 2.223 -2.076 -2.180  0.254
40 H 3.220 -2.941 -1.044  0.257
41 H 4.688 0.033 -1.635  0.420
42 H 3.522 2.087 1.610  0.414
43 H 2.095 0.239 2.248  0.221
44 H 1.371 1.345 -1.269  0.218
45 H -0.585 2.705 -1.868  0.210
46 H -2.418 3.801 -1.083  0.481
47 H -1.660 2.991 2.249  0.226
48 H 0.307 1.618 2.854  0.213


## B
Molecular formula: C18H24N2O4
Method: DFT, ωB97M-V with the def2-TZVPD basis set

As for the multiplicity: 1. The HOMO-LUMO gap is 8.68 eV.

Each line ends with the natural charge from an NBO analysis.
Positions of all 48 atoms, in Å:
1 C 6.795 0.405 2.117  -0.581
2 C 6.185 -0.468 0.855  -0.387
3 C 4.654 -0.371 0.643  -0.434
4 C 3.922 -0.875 1.721  -0.375
5 C 2.520 -0.637 1.327  -0.351
6 C 1.984 -1.418 0.389  -0.505
7 C 0.539 -1.041 0.335  0.701
8 O -0.016 -0.541 -0.611  -0.578
9 N -0.325 -1.995 1.054  -0.151
10 C -1.805 -1.514 1.124  -0.206
11 C -2.644 -2.261 0.173  -0.505
12 C -3.201 -1.054 -0.609  0.702
13 O -4.025 -0.833 -1.715  -0.625
14 N -2.885 0.181 0.101  -0.451
15 C -1.898 -0.092 0.934  0.674
16 O -1.373 0.895 1.849  -0.684
17 C -3.120 1.733 -0.492  -0.174
18 C -2.025 2.107 -1.352  -0.101
19 C -2.306 1.627 -2.769  -0.169
20 C -1.185 2.126 -3.502  -0.195
21 C 0.014 2.673 -3.216  -0.200
22 C 0.138 3.022 -1.600  -0.063
23 C -0.962 2.605 -0.820  -0.230
24 H -0.803 2.922 0.307  0.257
25 H 0.957 3.224 -1.529  0.130
26 H 0.658 2.998 -3.868  0.193
27 H -1.230 2.008 -4.788  0.171
28 H -3.145 1.082 -3.052  0.253
29 H -3.089 2.302 0.541  0.248
30 H -4.140 1.615 -0.889  0.243
31 H -3.434 -2.930 0.378  0.269
32 H -1.958 -2.667 -0.827  0.278
33 H -2.183 -1.867 2.186  0.267
34 O 0.164 -2.693 1.990  -0.509
35 H 0.043 -3.639 1.734  0.463
36 H 1.985 -2.694 0.694  0.221
37 H 2.390 -1.319 -0.688  0.251
38 H 1.876 -0.811 2.671  0.144
39 H 2.265 0.349 1.402  0.236
40 H 4.276 -0.470 2.904  0.187
41 H 4.088 -1.789 1.929  0.193
42 H 4.679 0.830 0.827  0.201
43 H 4.675 -0.756 -0.252  0.223
44 H 6.616 -1.434 1.063  0.189
45 H 6.955 -0.326 0.016  0.207
46 H 6.504 1.460 1.814  0.185
47 H 7.886 0.358 2.092  0.210
48 H 6.333 0.191 2.917  0.180


Stability verdict: A, ahead by 451.7 kcal/mol


## A
Molecular formula: C3H9O2PS
Method: DFT, ωB97M-V with the def2-TZVPD basis set

As for the multiplicity: 1. The HOMO-LUMO gap (alpha / beta) is 6.69 / 8.67 eV.

Each line ends with the natural charge from an NBO analysis.
Positions of all 16 atoms, in Å:
1 C -1.729 -1.166 -0.671  -0.958
2 C -0.063 -2.336 1.110  -1.017
3 C 0.789 3.986 0.028  -0.484
4 O 1.179 0.401 -1.909  -0.867
5 O 2.219 -0.683 -0.011  -0.861
6 P -0.116 -2.100 -0.702  0.753
7 S 1.004 -0.040 -0.516  1.490
8 H -1.670 -0.299 0.038  0.238
9 H -2.547 -1.724 -0.188  0.240
10 H -1.984 -1.043 -1.642  0.230
11 H 0.938 -2.929 1.474  0.255
12 H -0.740 -3.072 1.451  0.244
13 H 0.064 -1.361 1.714  0.252
14 H -0.177 4.351 0.013  0.161
15 H 1.526 4.318 0.695  0.157
16 H 1.307 3.695 -0.886  0.166


## B
Molecular formula: C3H9O2PS
Method: DFT, ωB97M-V with the def2-TZVPD basis set

As for the multiplicity: 1. The HOMO-LUMO gap is 9.46 eV.

Each line ends with the natural charge from an NBO analysis.
Positions of all 16 atoms, in Å:
1 C 1.102 1.286 0.527  -1.064
2 C 1.676 -1.637 0.032  -1.000
3 C -2.571 0.483 -0.772  -0.655
4 O 0.666 0.099 -1.822  -1.094
5 O -1.363 -0.197 1.843  -0.975
6 P 0.673 -0.200 -0.408  1.727
7 S -1.335 -0.771 0.508  0.847
8 H 0.157 1.502 1.101  0.277
9 H 1.943 1.269 1.367  0.259
10 H 1.418 2.073 -0.160  0.268
11 H 1.652 -1.673 1.141  0.247
12 H 1.260 -2.503 -0.375  0.252
13 H 2.678 -1.393 -0.323  0.255
14 H -2.564 1.398 -0.351  0.198
15 H -3.483 -0.057 -0.612  0.214
16 H -1.910 0.321 -1.695  0.246


Stability verdict: B, ahead by 81.6 kcal/mol


## A
Molecular formula: C3H6N4O2
Method: DFT, ωB97M-V with the def2-TZVPD basis set

As for the multiplicity: 1. The HOMO-LUMO gap is 9.95 eV.

Each line ends with the natural charge from an NBO analysis.
Positions of all 15 atoms, in Å:
1 C 0.297 -0.201 -0.463  0.563
2 C -2.232 0.801 -0.290  0.255
3 C 1.954 -0.418 2.320  0.631
4 H 0.626 -1.059 -2.281  0.420
5 H 2.100 -1.224 -1.091  0.448
6 H -0.933 0.979 -1.745  0.372
7 H -2.587 0.092 0.772  0.205
8 H -2.330 1.594 -1.835  0.249
9 H 2.713 -1.069 2.761  0.121
10 N 1.174 -0.682 -1.469  -0.857
11 N -0.965 0.339 -0.915  -0.674
12 N -3.178 1.462 -0.859  -0.529
13 N 0.242 -0.280 0.807  -0.196
14 O 1.653 -0.681 1.094  -0.429
15 O 1.467 0.347 3.193  -0.577


## B
Molecular formula: C3H6N4O2
Method: DFT, ωB97M-V with the def2-TZVPD basis set

As for the multiplicity: 1. The HOMO-LUMO gap is 9.77 eV.

Each line ends with the natural charge from an NBO analysis.
Positions of all 15 atoms, in Å:
1 C -0.888 -1.516 0.942  -0.022
2 C -0.058 0.384 -0.752  0.006
3 C 1.146 0.500 -1.601  -0.618
4 N -1.334 -1.472 -0.294  -0.126
5 N -0.935 -0.697 -1.140  -0.056
6 N 0.257 0.135 0.606  -0.342
7 N 0.063 0.992 1.629  0.614
8 O -0.272 0.584 2.737  -0.430
9 O 0.174 2.189 1.367  -0.433
10 H -1.595 -1.371 1.675  0.227
11 H -0.129 -2.442 1.095  0.252
12 H -0.825 1.291 -0.829  0.234
13 H 1.638 -0.422 -1.797  0.221
14 H 1.982 1.122 -1.117  0.248
15 H 0.777 0.725 -2.521  0.225


Stability verdict: A, ahead by 41.3 kcal/mol


## A
Molecular formula: BH4NO2
Method: DFT, ωB97M-V with the def2-TZVPD basis set

As for the multiplicity: 1. As for the structure (SMILES): NB(O)O. The HOMO-LUMO gap is 10.76 eV.

Each line ends with the natural charge from an NBO analysis.
Positions of all 8 atoms, in Å:
1 N -0.231 -0.320 -1.245  -1.099
2 B 0.093 0.053 0.055  1.161
3 O 1.316 -0.197 0.582  -0.901
4 O -1.027 0.490 0.968  -0.929
5 H 0.356 -0.938 -1.774  0.399
6 H -1.138 -0.162 -1.642  0.403
7 H 1.350 -0.135 1.536  0.495
8 H -0.719 1.210 1.519  0.471


## B
Molecular formula: BH4NO2
Method: DFT, ωB97M-V with the def2-TZVPD basis set

As for the multiplicity: 1. As for the structure (SMILES): NB=O.O. The HOMO-LUMO gap is 10.23 eV.

Each line ends with the natural charge from an NBO analysis.
Positions of all 8 atoms, in Å:
1 N 1.580 -1.249 -0.080  -1.148
2 B 0.407 -0.559 -0.020  1.172
3 O -0.660 -0.143 0.327  -0.864
4 H 1.494 -2.261 -0.367  0.422
5 H 2.396 -0.957 -0.622  0.420
6 O -1.993 2.080 0.117  -0.942
7 H -1.101 1.874 -0.017  0.458
8 H -2.122 1.215 0.663  0.482


Stability verdict: A, ahead by 50.8 kcal/mol


## A
Molecular formula: C22H27N3O3
Method: DFT, ωB97M-V with the def2-TZVPD basis set

As for the multiplicity: 1. As for the structure (SMILES): CCOc1ccccc1NC(=O)C1CCN(C(=O)NCc2ccccc2)CC1. The HOMO-LUMO gap is 8.94 eV.

Each line ends with the natural charge from an NBO analysis.
Positions of all 55 atoms, in Å:
1 C -2.344 -1.994 -3.096  -0.640
2 C -1.964 -0.706 -2.375  -0.064
3 O -0.842 -0.864 -1.528  -0.553
4 C -0.982 -1.552 -0.337  0.327
5 C -2.182 -1.937 0.230  -0.304
6 C -2.193 -2.563 1.468  -0.207
7 C -1.012 -2.804 2.141  -0.223
8 C 0.199 -2.437 1.577  -0.217
9 C 0.226 -1.818 0.338  0.086
10 N 1.404 -1.425 -0.309  -0.630
11 C 2.635 -1.223 0.233  0.699
12 O 2.914 -1.491 1.380  -0.612
13 C 3.700 -0.684 -0.733  -0.299
14 C 3.187 -0.020 -2.013  -0.431
15 C 2.292 1.192 -1.670  -0.213
16 N 2.491 1.573 -0.294  -0.469
17 C 1.544 1.801 0.671  0.802
18 O 1.837 2.286 1.746  -0.662
19 N 0.245 1.514 0.333  -0.659
20 C -0.755 1.524 1.382  -0.233
21 C -2.137 1.557 0.800  -0.051
22 C -3.175 0.867 1.414  -0.198
23 C -4.448 0.884 0.873  -0.215
24 C -4.699 1.586 -0.294  -0.228
25 C -3.671 2.281 -0.910  -0.233
26 C -2.400 2.268 -0.364  -0.167
27 C 3.889 1.703 0.050  -0.228
28 C 4.574 0.323 0.032  -0.412
29 H -1.503 -2.356 -3.684  0.212
30 H -3.183 -1.805 -3.759  0.219
31 H -2.623 -2.767 -2.384  0.217
32 H -2.813 -0.301 -1.813  0.190
33 H -1.647 0.050 -3.100  0.193
34 H -3.118 -1.741 -0.267  0.226
35 H -3.138 -2.854 1.901  0.213
36 H -1.024 -3.284 3.107  0.217
37 H 1.127 -2.615 2.093  0.258
38 H 1.251 -1.167 -1.272  0.416
39 H 4.316 -1.552 -0.997  0.241
40 H 2.660 -0.728 -2.656  0.208
41 H 4.063 0.317 -2.572  0.221
42 H 2.568 2.043 -2.313  0.195
43 H 1.243 0.978 -1.866  0.208
44 H 0.066 0.834 -0.389  0.400
45 H -0.567 2.416 1.990  0.241
46 H -0.647 0.649 2.040  0.199
47 H -2.980 0.312 2.320  0.218
48 H -5.246 0.342 1.360  0.213
49 H -5.691 1.593 -0.722  0.213
50 H -3.862 2.835 -1.818  0.212
51 H -1.599 2.814 -0.839  0.214
52 H 4.364 2.379 -0.671  0.179
53 H 3.940 2.155 1.041  0.260
54 H 4.705 -0.049 1.048  0.245
55 H 5.556 0.400 -0.436  0.204


## B
Molecular formula: C22H27N3O3
Method: DFT, ωB97M-V with the def2-TZVPD basis set

As for the multiplicity: 1. As for the structure (SMILES): CC1CCN(C(=O)c2ccc(CNc3c(N4CCCC4)c(=O)c3=O)cc2)CC1. The HOMO-LUMO gap is 8.10 eV.

Each line ends with the natural charge from an NBO analysis.
Positions of all 55 atoms, in Å:
1 C 4.154 -0.189 4.525  -0.601
2 C 4.606 -0.432 3.087  -0.215
3 C 4.802 -1.934 2.833  -0.412
4 C 4.656 -2.260 1.355  -0.216
5 N 3.299 -1.979 0.916  -0.435
6 C 2.846 -2.618 -0.184  0.666
7 O 3.554 -3.384 -0.820  -0.624
8 C 1.427 -2.376 -0.591  -0.143
9 C 1.163 -2.052 -1.917  -0.164
10 C -0.140 -1.918 -2.357  -0.223
11 C -1.202 -2.122 -1.485  -0.034
12 C -2.625 -1.956 -1.960  -0.242
13 N -2.992 -0.556 -2.104  -0.577
14 C -3.371 0.154 -1.019  0.101
15 C -3.619 1.507 -0.764  0.137
16 N -3.577 2.639 -1.466  -0.397
17 C -3.261 2.740 -2.877  -0.214
18 C -3.710 4.152 -3.253  -0.406
19 C -3.526 4.925 -1.947  -0.408
20 C -3.977 3.915 -0.899  -0.208
21 C -3.965 1.231 0.643  0.440
22 O -4.235 1.924 1.597  -0.562
23 C -3.753 -0.237 0.343  0.417
24 O -3.858 -1.291 0.933  -0.582
25 C -0.939 -2.454 -0.162  -0.221
26 C 0.364 -2.587 0.280  -0.137
27 C 2.600 -0.930 1.628  -0.215
28 C 3.595 0.137 2.076  -0.411
29 H 4.852 -0.645 5.223  0.210
30 H 4.104 0.876 4.737  0.208
31 H 3.169 -0.619 4.696  0.200
32 H 5.563 0.078 2.940  0.201
33 H 5.788 -2.248 3.178  0.221
34 H 4.060 -2.504 3.395  0.201
35 H 4.853 -3.317 1.157  0.235
36 H 5.373 -1.675 0.764  0.188
37 H 1.990 -1.918 -2.599  0.226
38 H -0.333 -1.673 -3.393  0.204
39 H -2.761 -2.436 -2.933  0.207
40 H -3.311 -2.400 -1.238  0.240
41 H -2.527 -0.056 -2.850  0.390
42 H -2.180 2.623 -3.029  0.187
43 H -3.782 1.968 -3.450  0.204
44 H -4.763 4.146 -3.537  0.208
45 H -3.130 4.565 -4.075  0.222
46 H -2.474 5.174 -1.804  0.205
47 H -4.110 5.842 -1.917  0.224
48 H -5.066 3.942 -0.767  0.193
49 H -3.515 4.059 0.079  0.229
50 H -1.762 -2.608 0.520  0.239
51 H 0.554 -2.877 1.303  0.210
52 H 2.084 -1.338 2.507  0.184
53 H 1.846 -0.491 0.971  0.225
54 H 4.117 0.512 1.194  0.208
55 H 3.051 0.971 2.519  0.217


Stability verdict: A, ahead by 40.5 kcal/mol


## A
Molecular formula: C2H3O2S2
Method: DFT, ωB97M-V with the def2-TZVPD basis set

As for the multiplicity: 1. The HOMO-LUMO gap (alpha / beta) is 5.64 / 5.42 eV. Its net charge is -1.

Each line ends with the natural charge from an NBO analysis.
Positions of all 9 atoms, in Å:
1 C 2.052 -0.772 0.142  0.996
2 C -1.627 0.165 -0.218  -0.771
3 O 0.988 -1.219 0.357  -0.587
4 O 3.190 -0.724 -0.142  -0.595
5 S 1.865 1.530 0.719  -0.378
6 S -1.511 1.896 0.201  -0.255
7 H -1.086 -0.484 0.370  0.224
8 H -1.257 -0.147 -1.250  0.180
9 H -2.615 -0.246 -0.180  0.188


## B
Molecular formula: C2H3O2S2
Method: DFT, ωB97M-V with the def2-TZVPD basis set

As for the multiplicity: 1. The HOMO-LUMO gap (alpha / beta) is 6.70 / 6.70 eV. Its net charge is -1.

Each line ends with the natural charge from an NBO analysis.
Positions of all 9 atoms, in Å:
1 C 0.588 1.462 0.871  0.289
2 C -0.773 -1.906 -1.025  -0.573
3 O -0.158 1.928 1.687  -0.534
4 O -0.154 0.494 -1.957  -1.069
5 S -1.493 -3.373 -1.052  -0.286
6 S -1.067 -0.730 -2.241  0.766
7 H 1.615 0.917 1.016  0.059
8 H 0.540 1.549 -0.235  0.172
9 H -0.231 -1.422 -0.308  0.176


Stability verdict: B, ahead by 12.4 kcal/mol